Entry 1:
{"formula": "C10H25Cl10N5O10", "method": "ωB97M-V with the def2-TZVPD basis set", "elements": ["H", "H", "C", "N", "H", "O", "Cl", "H", "Cl", "H", "H", "Cl", "H", "O", "C", "Cl", "O", "N", "Cl", "O", "N", "H", "Cl", "C", "H", "H", "N", "O", "O", "O", "H", "N", "H", "C", "Cl", "C", "O", "H", "O", "Cl", "C", "H", "H", "H", "Cl", "C", "O", "H", "H", "H", "C", "C", "H", "H", "Cl", "H", "C", "H", "H", "H"], "positions_angstrom": [[4.73664, -1.59212, -1.16563], [-0.47478, -2.07716, 2.96828], [-3.43625, -0.97425, -0.15522], [-2.82105, 0.13689, 2.76919], [1.47149, 2.85922, 1.75761], [1.26166, -2.59980, 0.32077], [0.95094, 5.16600, 1.96517], [0.51750, 0.18400, -1.50474], [1.83373, 2.07790, -3.50831], [3.20641, -2.49582, -1.68349], [-3.09205, 2.51014, -2.44639], [4.46968, 1.24421, -2.40263], [-3.30575, -1.93892, 0.33516], [-3.39393, -0.81849, 2.25501], [2.67511, 1.22532, -2.23973], [0.65870, 2.09155, -0.13177], [-3.25991, 0.84829, 3.65810], [-1.19977, 1.98598, -3.16372], [3.01902, -1.44565, 1.68406], [1.72389, -0.71736, -0.94766], [2.91727, -0.69627, -0.59001], [-1.88625, 3.70801, -2.19794], [1.25914, -2.21227, -2.97363], [0.01457, -2.31767, -1.69395], [1.35060, -2.24907, 2.70443], [3.55145, -2.46866, 0.01084], [-4.37043, -1.37535, -1.22325], [-0.26481, 1.31949, -2.80494], [-0.68661, -1.60929, 0.57561], [-3.97757, -1.87046, -2.24375], [2.67900, 0.17568, 3.39978], [0.31576, -2.16679, 1.01400], [-1.17001, 1.41116, 2.83761], [3.72870, -1.92395, -0.91650], [-1.44341, -1.49751, -2.19707], [0.34353, -2.58634, 2.45915], [-1.49030, 2.19056, -4.34133], [2.71050, 0.80579, 1.77977], [3.51540, 0.27394, -0.05430], [-1.51828, 0.35745, -0.37674], [-2.05815, 2.63419, -2.12422], [0.35526, -3.67614, 2.47614], [2.43054, 1.64637, -1.26455], [-3.99029, -0.20271, 0.37945], [0.51872, 0.05770, 2.27538], [-1.58232, 0.66252, 2.16111], [-5.58648, -1.33356, -0.98599], [-0.24006, -3.34096, -1.41799], [0.58802, -0.20798, 0.30640], [0.42553, -1.78961, -0.83351], [0.22782, 0.44657, -0.48726], [2.30138, 0.00219, 2.39210], [-2.54403, -0.62083, -0.67208], [-0.85555, -0.11492, 1.92552], [-0.07735, 2.79423, 3.45545], [-0.14892, 3.07126, 1.15237], [0.54377, 3.40663, 1.92426], [2.25225, 0.22181, -2.28726], [-1.89299, 1.11326, 1.21855], [-1.78650, 2.29139, -1.12582]], "forces_ev_per_a": [[-0.14, -0.28, 0.33], [0.22, -0.62, 0.03], [-3.45, -1.47, -1.54], [-0.40, 0.77, -0.12], [-0.09, 0.66, 0.38], [-1.80, -0.70, 2.94], [-0.47, -0.87, -0.11], [-1.89, 0.99, 0.78], [2.29, 1.41, -1.01], [0.29, 0.48, -0.12], [0.08, -0.43, 0.31], [-0.39, 0.12, -0.63], [0.27, 0.54, 0.39], [0.83, 0.40, 1.90], [0.03, 0.52, -0.83], [0.95, -1.40, -2.74], [-0.36, -0.73, 0.03], [-0.85, 0.46, -0.90], [1.11, 0.00, 4.42], [9.01, -1.26, 1.79], [1.41, 0.56, -0.99], [0.25, 0.03, -0.15], [-0.70, -1.01, -0.78], [-0.42, 0.58, -1.06], [-0.58, -0.43, 0.92], [1.14, -0.52, -0.71], [-3.35, -0.89, -0.04], [-2.02, -0.55, -0.11], [0.82, -2.78, 1.78], [0.43, -0.04, -0.88], [-0.39, -0.39, 0.09], [-0.45, -3.87, -0.02], [-1.01, -1.01, -0.35], [-0.66, 0.32, 0.15], [0.87, -2.36, -2.71], [0.43, -0.09, -0.62], [0.12, -0.13, 0.93], [-0.30, 0.04, -0.03], [-1.86, -2.02, -1.87], [4.47, 5.35, -1.66], [0.04, 1.27, -0.49], [-0.39, 0.08, -0.11], [0.52, 0.16, -0.90], [0.26, -0.45, 0.03], [8.91, 1.42, 3.69], [-3.36, 1.11, 1.77], [1.00, 0.64, 0.39], [0.22, -0.01, -0.44], [-0.74, 1.61, -1.16], [-1.04, -0.91, -3.01], [-2.65, 1.88, -0.40], [1.09, 0.68, 0.05], [-3.46, -3.01, -0.08], [-5.35, -0.69, -1.00], [0.83, 2.11, 1.59], [-0.42, 1.84, 1.38], [0.61, 1.17, 1.73], [1.03, 0.92, -1.01], [-0.12, 0.42, 1.66], [-0.46, 0.40, -0.86]], "mulliken_charge": [0.337, 0.272, 0.039, 1.027, -0.118, -0.327, -0.211, 0.697, -0.157, 0.270, 0.307, -0.212, 0.243, -0.617, 1.144, -0.648, -0.669, 0.833, -0.253, -1.317, 0.388, 0.290, -0.204, 2.132, 0.469, 0.351, 1.082, -0.297, 0.136, -0.610, 0.622, 0.528, 0.245, -0.735, 0.023, -0.807, -0.587, 0.146, -0.486, -0.177, -0.672, 0.325, 0.009, 0.455, 0.198, -0.565, -0.655, 0.460, -0.449, -2.272, 0.698, -0.564, -1.101, 0.097, -0.217, -0.063, 0.917, -0.361, 0.418, 0.196], "lumo_energy_ev": -1.7, "e_tot_ev": -163889.281, "homo_energy_ev": -9.4, "relative_energy_kj_mol": 2141.62, "charge": 0, "max_force_ev_per_a": 9.7, "orbital_gap_ev": 7.6580, "spin_multiplicity": 1}



Entry 2:
{"formula": "C10H25ClIN3OPTb", "method": "ωB97M-V with the def2-TZVPD basis set", "elements": ["H", "C", "H", "H", "C", "H", "N", "H", "H", "H", "N", "C", "N", "H", "C", "H", "H", "H", "P", "H", "C", "Cl", "O", "H", "H", "H", "H", "H", "H", "C", "H", "H", "C", "Tb", "H", "C", "C", "H", "H", "I", "H", "C", "H"], "positions_angstrom": [[1.92896, 0.18200, 4.57500], [1.57504, -0.66098, 3.96132], [-0.28902, 1.27266, 5.26662], [1.45927, 1.97156, -4.30587], [3.24210, -0.66817, -2.42330], [1.01690, -1.42383, 4.53175], [-1.31707, 0.06894, 1.71297], [-1.79306, -1.26696, -4.04879], [-1.07141, -0.48446, -5.48936], [0.98389, 0.87321, 1.03813], [0.73229, -0.13638, 2.87346], [2.05159, -1.49398, -2.02701], [-1.30373, -0.14323, 4.03298], [1.19213, -0.77468, -1.80603], [1.02658, 0.99917, -4.56725], [2.18425, -2.10648, -1.10137], [-0.99771, 2.89416, -3.76153], [2.45243, 0.23885, 1.75615], [-0.34763, 0.60703, -3.38213], [-3.14105, -0.30296, 4.97410], [-0.88595, -0.80566, -4.45147], [-3.70564, -0.40428, -0.91498], [4.11201, -0.85259, -3.23603], [2.44279, -1.13454, 3.47988], [1.82392, 0.24562, -4.51260], [1.32916, -0.86930, 0.92816], [-2.23443, -0.41000, 1.73197], [1.70015, -2.21826, -2.79499], [0.63798, 1.02327, -5.60246], [-0.60879, -0.07653, 2.89662], [-1.50221, 1.89235, -5.15358], [-3.06606, -1.07537, 3.39678], [-1.43006, 1.92976, -4.05567], [-1.83595, 1.01730, -0.13365], [-3.18696, 0.69470, 3.49920], [1.39593, 0.01499, 1.58773], [-2.75731, -0.20038, 3.96681], [0.00929, -0.44964, 5.67856], [-1.56776, 0.27197, 6.03565], [3.00350, 1.21372, -1.37779], [-0.09142, -1.56564, -4.47362], [-0.73780, 0.26251, 5.31613], [-2.42918, 1.85054, -3.62048]], "forces_ev_per_a": [[-0.10, -0.58, 0.03], [0.13, -0.12, -0.04], [-0.23, -0.46, -0.04], [0.04, -0.18, -0.22], [1.42, -0.68, -1.95], [0.60, 0.40, -0.35], [-0.10, -0.18, -0.43], [0.09, -0.08, -0.20], [0.08, 0.11, 0.52], [0.22, -0.15, 0.18], [-0.95, -0.05, -0.71], [-1.82, -0.67, 0.31], [0.11, 0.15, -0.22], [1.21, -1.11, -0.34], [0.94, 0.28, 0.77], [0.40, 0.64, -0.62], [-0.14, -0.06, -0.13], [-0.24, -0.01, -0.04], [-0.41, 0.18, -2.24], [-0.10, -0.02, -0.04], [-0.47, -0.64, 0.68], [0.87, 0.75, 0.46], [-2.21, 0.36, 2.23], [-0.35, 0.10, 0.27], [-0.19, 0.23, -0.07], [-0.08, 0.18, 0.46], [0.49, -0.02, 0.66], [0.62, 0.50, 0.21], [-0.01, -0.03, 0.66], [0.09, -0.26, 0.23], [0.02, -0.07, 0.44], [-0.16, -0.10, 0.07], [-0.29, 0.24, 0.50], [0.14, -0.74, -1.41], [0.07, -0.05, 0.22], [0.19, 0.36, -0.54], [-0.25, -0.06, -0.26], [-0.46, 0.42, 0.11], [0.48, 0.13, -0.21], [0.60, 0.83, 0.21], [-0.25, 0.19, 0.07], [0.15, 0.14, 0.94], [-0.15, 0.11, -0.18]], "lowdin_spin": [0.000, 0.000, 0.000, 0.000, 0.000, 0.000, -0.038, 0.000, -0.001, 0.001, -0.003, -0.001, -0.002, 0.000, -0.004, 0.000, 0.000, 0.000, -0.021, 0.000, -0.004, -0.085, 0.000, 0.000, 0.000, 0.000, 0.004, 0.000, -0.001, -0.004, -0.001, 0.000, -0.002, 6.160, 0.000, 0.001, 0.000, 0.000, 0.000, 0.001, 0.000, -0.001, 0.000], "lumo_energy_ev": [-9.9, -7.8], "e_tot_ev": -69623.211, "homo_energy_ev": [-15.0, -15.0], "relative_energy_kj_mol": 0.00, "charge": 2, "max_force_ev_per_a": 3.2, "orbital_gap_ev": [5.0581, 7.1211], "spin_multiplicity": 7}



Entry 3:
{"formula": "C10H25CrF3N3O7S", "method": "ωB97M-V with the def2-TZVPD basis set", "elements": ["O", "O", "N", "O", "H", "C", "H", "C", "C", "N", "H", "C", "H", "H", "H", "H", "O", "H", "H", "H", "C", "H", "C", "H", "C", "O", "H", "F", "F", "O", "Cr", "H", "C", "H", "S", "H", "H", "O", "H", "H", "H", "H", "C", "H", "F", "H", "H", "H", "N", "C"], "positions_angstrom": [[-3.00746, -2.06241, 3.48073], [0.26707, 1.02842, 1.79790], [1.12344, -3.40495, -1.43821], [-0.29004, 4.70060, -1.98078], [0.36206, -1.77595, -4.46976], [-3.25477, -1.12898, 0.64645], [2.35577, -5.11148, -2.01257], [-0.93794, 3.40821, 2.14778], [-2.24671, -2.28676, 2.61168], [1.92670, 4.05886, -1.57947], [2.45921, 3.20704, -1.41116], [2.22775, -4.44030, -1.16688], [-1.04666, 2.17569, -1.72919], [1.03761, -2.72820, -0.65123], [-1.33323, -3.88689, 3.54079], [-3.08688, -0.31247, -0.05549], [2.47177, -2.34616, -3.01734], [-1.18476, -1.25249, 0.97825], [-0.59051, -3.02331, -3.66820], [3.25274, 5.54978, -0.76570], [2.29185, 5.09494, -0.53876], [0.21948, -3.86346, -1.55061], [1.35069, -2.61971, -2.71361], [0.10680, 2.21369, -0.37775], [-0.01148, 2.35676, -1.45587], [0.46189, 1.99684, 4.01717], [0.65535, 1.65041, -1.95531], [0.15342, 4.12060, 1.84478], [-1.70002, 3.24154, 1.07947], [-1.67906, 1.07289, 3.23029], [1.95133, -0.28822, 1.76131], [0.35531, -0.86324, -0.40438], [0.14706, -2.23580, -3.50599], [-1.53451, -4.20354, 1.76881], [-0.42772, 1.73025, 2.89394], [-1.83487, -0.32428, 2.08728], [-0.39838, -1.40999, -3.03123], [0.68255, -1.22160, 0.42879], [2.24392, 4.32613, -2.51601], [1.93207, -4.99256, -0.27890], [2.33574, 4.64444, 0.44996], [-0.31697, -3.03426, 2.31981], [0.42407, 3.79374, -1.70524], [1.47605, 5.81421, -0.58114], [-1.65189, 4.02804, 3.05984], [-3.43601, -2.05880, 0.11506], [3.13705, -3.85926, -1.04105], [-4.10625, -0.81819, 1.24798], [-2.03818, -1.18945, 1.55694], [-1.29444, -3.47037, 2.53682]], "forces_ev_per_a": [[-0.19, 0.20, -0.54], [2.33, -1.56, -2.01], [0.05, -0.79, -0.49], [1.22, -0.63, 0.40], [0.70, -0.47, -0.02], [0.16, 1.37, 0.44], [-0.27, 0.13, -0.09], [-0.24, -0.38, 1.26], [0.82, -0.60, 0.54], [0.70, -0.37, -0.07], [-0.18, -0.19, 0.17], [-0.26, 0.69, 0.03], [0.03, 0.35, -0.12], [0.08, -0.06, 0.10], [0.18, -0.36, -0.18], [0.05, -0.14, -0.13], [-0.76, -0.34, 0.84], [-0.09, -0.76, 0.41], [0.17, -0.20, 0.15], [-0.10, -0.04, -0.22], [-0.45, 0.43, -0.02], [-0.05, -0.20, 0.22], [1.27, 0.72, -1.53], [-0.09, -0.19, 0.03], [0.94, 0.48, 0.35], [-0.72, -0.23, -1.89], [-0.01, 0.05, -0.13], [-0.14, -0.24, -0.26], [0.25, -0.23, -0.60], [0.62, 0.08, -1.02], [-3.28, 0.50, -1.11], [0.33, 0.68, 0.24], [-1.05, 0.56, 0.03], [-0.20, 0.01, 0.05], [-0.72, 1.72, 4.40], [-0.99, 0.47, 0.35], [-0.03, -0.20, 0.51], [1.60, -0.38, 0.76], [-0.10, 0.58, -0.03], [0.15, 0.05, 0.02], [-0.13, -0.20, -0.14], [0.18, -0.29, 0.06], [-2.03, -0.10, -0.52], [0.28, 0.25, 0.11], [0.42, -0.05, -0.03], [0.19, -0.13, 0.27], [0.04, -0.21, 0.15], [-0.04, -0.36, 0.07], [-0.26, -0.49, -0.91], [-0.36, 1.08, 0.10]], "lowdin_spin": [0.000, 0.010, 0.000, 0.000, 0.000, 0.000, 0.000, -0.001, 0.000, 0.000, 0.000, 0.000, 0.000, 0.000, 0.000, 0.000, 0.000, 0.000, 0.000, 0.000, 0.000, 0.000, 0.000, 0.000, 0.000, 0.003, 0.000, 0.000, 0.000, -0.001, 3.982, 0.003, 0.000, 0.000, 0.005, 0.000, 0.000, -0.001, 0.000, 0.000, 0.000, 0.000, 0.000, 0.000, -0.001, 0.000, 0.000, 0.000, 0.001, 0.000], "lumo_energy_ev": [-11.9, -11.2], "e_tot_ev": -76958.376, "homo_energy_ev": [-19.0, -19.0], "charge": 3, "max_force_ev_per_a": 4.8, "orbital_gap_ev": [7.1267, 7.8623], "spin_multiplicity": 5}



Entry 4:
{"formula": "C10H25FN2O8P2", "method": "ωB97M-V with the def2-TZVPD basis set", "elements": ["H", "H", "O", "C", "H", "H", "H", "H", "H", "H", "H", "H", "O", "C", "C", "O", "H", "C", "H", "H", "H", "C", "O", "C", "N", "O", "H", "C", "H", "P", "H", "H", "F", "H", "C", "H", "H", "O", "C", "H", "H", "N", "H", "P", "C", "O", "H", "O"], "positions_angstrom": [[-0.60782, -5.88517, -1.71389], [1.65066, 0.36099, -1.33427], [-2.70995, 3.79742, 1.35645], [1.17933, -0.63589, 0.54993], [1.97864, 0.09722, 2.26041], [3.06302, -1.70160, 0.85675], [0.68244, -4.16035, -2.04018], [-2.82152, -2.78786, -2.85320], [-1.89797, 3.43125, 1.73609], [0.34713, -3.86765, -3.77232], [1.66161, -2.73374, 0.67772], [-1.31708, -6.12207, -3.31636], [0.90685, 6.67025, 2.67105], [1.94039, 4.39530, 2.42315], [-2.01201, -3.52046, -2.89740], [-0.86774, -2.83459, -2.43094], [0.39423, 0.33927, 2.16525], [-1.54680, -5.96513, -2.26071], [0.67440, 1.30025, -0.20944], [2.34364, -1.93714, -0.74123], [0.18254, -0.94991, 0.22653], [3.90058, 0.83892, -0.17225], [2.63286, 1.35402, 0.18935], [1.52152, 0.61243, -0.27288], [1.11172, -0.35730, 1.98800], [-3.61414, 5.08857, 3.23614], [-1.88366, -3.79510, -3.95336], [0.37483, -3.41469, -2.77715], [-2.05608, -6.85393, -1.89064], [-0.69437, 6.82823, 2.87341], [-1.61219, -4.01817, -0.35232], [2.51949, 3.52672, 2.19966], [-0.95341, 7.48685, 0.48392], [-3.18066, -3.69605, -0.47095], [2.12134, -1.81272, 0.32005], [-3.43743, -5.00233, -2.38868], [3.87804, 0.38548, -1.16718], [-1.26065, 5.46325, 2.36137], [-2.42853, -4.73652, -2.05984], [4.26130, 0.10728, 0.55437], [4.60103, 1.67328, -0.18359], [-2.49845, -4.43187, -0.62796], [-3.90615, 4.16824, 3.27894], [-2.88411, 5.34234, 1.81882], [1.43586, 5.45971, 2.55149], [-1.07379, 7.28392, 4.19563], [1.11826, -2.61798, -2.77779], [-1.08112, 7.98422, 1.81738]], "forces_ev_per_a": [[0.02, 0.06, 0.00], [0.04, -0.08, 0.02], [0.17, 0.06, -0.29], [0.19, -0.02, 0.13], [0.05, -0.08, 0.04], [0.01, 0.09, 0.01], [0.04, -0.09, -0.10], [0.02, 0.03, 0.03], [-0.03, -0.20, -0.08], [-0.03, -0.05, 0.00], [-0.02, 0.01, 0.04], [0.01, 0.01, 0.00], [-0.29, -0.74, -0.21], [0.79, -0.84, -0.30], [-0.19, 0.04, -0.08], [0.09, 0.01, -0.01], [-0.06, -0.08, 0.02], [-0.03, -0.09, -0.07], [0.02, 0.03, 0.02], [0.02, 0.00, 0.00], [-0.02, 0.05, -0.04], [0.03, 0.12, 0.09], [0.08, -0.02, 0.06], [-0.21, 0.05, -0.07], [-0.07, 0.16, -0.10], [-0.20, 0.14, -0.11], [0.04, -0.08, 0.02], [0.00, 0.10, 0.15], [-0.01, 0.01, 0.04], [0.75, -0.35, 1.08], [0.04, -0.08, 0.04], [-0.26, -0.04, 0.10], [0.19, 0.05, 0.35], [-0.06, -0.07, 0.02], [-0.03, -0.13, -0.08], [-0.03, 0.05, -0.03], [-0.01, -0.04, 0.00], [-0.19, 0.51, -0.25], [0.20, -0.04, 0.12], [0.00, -0.08, -0.07], [-0.02, 0.03, -0.02], [-0.06, 0.15, -0.10], [0.03, -0.03, 0.30], [-0.16, -0.40, 0.08], [-0.46, 1.36, 0.08], [-0.06, 0.19, -0.21], [-0.02, 0.03, -0.03], [-0.29, 0.25, -0.60]], "mulliken_charge": [0.285, 0.385, -0.474, 0.447, 0.319, 0.349, 0.221, 0.322, 0.374, 0.353, 0.339, 0.347, -0.381, -0.028, -0.731, -0.311, 0.248, -1.390, 0.362, 0.288, 0.376, -0.726, -0.316, -0.811, -0.697, -0.438, 0.398, -0.636, 0.342, 0.776, 0.277, 0.529, -0.137, 0.276, -1.398, 0.402, 0.315, 0.024, 0.360, 0.265, 0.265, -0.707, 0.340, 0.375, -0.253, -0.597, 0.192, -0.121], "lumo_energy_ev": -0.3, "e_tot_ev": -51427.945, "homo_energy_ev": -9.4, "charge": 0, "max_force_ev_per_a": 1.4, "orbital_gap_ev": 9.0561, "spin_multiplicity": 1}